No. 1
DFT (the ωB97M-V functional and the def2-TZVPD basis) results for a structure of composition C27H38EuN5O2 in a non-equilibrium geometry.

Results
multiplicity: 7
E_HOMO (alpha / beta): -12.6 / -12.7 eV
Kohn-Sham gap (alpha / beta): 7.26 / 7.71 eV
energy: -2185.785150 Eh
net charge: +2
ΔE to the lowest compared entry with this formula, charge and spin: 0.3 kJ/mol

Last column: Löwdin spin population.
Positions of all 73 atoms, in Å:
N: -1.083665 -2.348740 -1.483974  -0.012
H: -1.225350 -1.628894 3.367118  0.000
C: 1.506343 3.978275 -4.568463  0.000
C: 0.524754 3.200505 -5.177639  0.000
C: 3.285885 0.573531 0.150468  0.000
H: -3.989212 3.195573 -2.167416  0.000
N: 2.300670 0.898279 -0.877357  -0.012
N: -0.317829 0.235986 3.158049  0.000
C: -3.549880 -0.051927 -2.986882  0.000
H: -2.860242 -0.866515 4.894631  0.000
H: -2.481329 2.597594 3.842294  0.000
C: -2.090906 -1.845674 -2.155738  -0.001
H: 4.090946 1.317658 0.134051  0.000
H: 0.034429 3.563855 -6.071158  0.000
H: -2.549001 -2.462609 -2.935054  0.000
H: 2.809877 0.632790 1.138198  0.000
C: 0.791132 1.470922 -3.531549  0.000
C: 0.170551 1.959945 -4.679598  0.000
H: -1.005029 -4.039216 -2.756172  0.000
Eu: 0.358677 -0.504584 -1.114269  6.061
H: -0.150896 -2.973550 0.709244  0.000
O: -1.394234 0.175805 -0.038115  -0.015
O: 0.448970 0.266667 -3.068422  -0.015
H: -3.895144 -0.763539 -3.727977  0.000
C: 1.784571 2.251321 -2.884624  0.000
H: 3.426996 2.477949 -1.523113  0.000
C: -1.528122 2.154128 4.128233  0.000
H: 1.175132 -2.571989 -2.741213  0.000
C: -2.224337 0.517348 -1.023252  -0.001
H: -0.986652 2.860656 4.757604  0.000
H: -1.280160 1.666937 2.012079  0.000
H: 3.684136 -2.861563 0.744497  0.000
H: 0.764502 -0.902313 4.542919  0.000
C: 3.856752 -0.841364 -0.033161  0.000
H: 1.197874 -3.571092 1.697293  0.000
C: -4.025563 1.222570 -3.026900  0.001
C: -2.597752 -0.501221 -2.030341  0.001
H: -1.952966 -0.573086 2.152510  0.000
H: 1.778299 4.937077 -4.981588  0.000
C: -0.584948 0.414810 5.609015  0.000
C: 2.136664 3.493489 -3.440994  0.000
H: -0.574217 1.349495 -5.169712  0.000
H: 2.868440 -1.637709 1.692046  0.000
N: -1.847427 0.967356 5.003253  0.000
C: 1.937349 -3.456199 -0.910869  0.000
C: -2.535394 -0.100452 4.191192  0.000
H: -0.879048 -0.469379 6.174675  0.000
C: -2.713898 1.818216 -1.113397  0.001
H: 2.963193 -3.406981 -1.280440  0.000
H: 3.977992 -1.058475 -1.100348  0.000
H: -2.365884 2.518611 -0.363928  0.000
C: -1.513481 -0.599511 3.150792  0.000
H: 1.336939 -4.286551 -2.779956  0.000
H: 4.865647 -0.849252 0.385238  0.000
H: -0.661034 -4.367328 -1.062579  0.000
H: 1.215140 0.797414 4.447268  0.000
C: -0.703974 1.623009 2.936424  0.000
C: 3.073607 -1.954228 0.666303  0.000
H: -2.470012 1.265381 5.752185  0.000
C: -3.600278 2.191122 -2.094157  0.000
H: 2.917278 4.075657 -2.968040  0.000
H: 0.189726 2.235078 2.810069  0.000
H: -3.414886 0.368000 3.751084  0.000
N: 1.764643 -2.326535 0.052109  -0.008
H: -0.209639 1.169153 6.300089  0.000
H: 0.695761 -1.869617 1.806011  0.000
C: 0.824225 -2.714766 1.123493  0.000
C: 2.540041 1.857595 -1.701385  0.001
H: 1.834621 -4.403737 -0.367218  0.000
C: 1.007136 -3.473925 -2.128110  0.000
C: -0.509116 -3.634996 -1.865989  -0.001
C: 0.370032 0.108679 4.438813  0.000
H: -4.737389 1.509050 -3.788160  0.000

Force components x, y, z for each atom (eV/Å):
N -0.9 0.5 -0.9
H 0.0 0.0 0.0
C 0.2 -0.1 0.3
C -0.2 -0.1 -0.1
C 0.1 0.2 0.0
H 0.1 0.1 0.1
N -0.1 -0.2 -0.2
N 0.1 -0.1 0.0
C 0.6 -1.0 0.1
H 0.0 0.0 -0.1
H 0.1 0.0 -0.1
C 1.0 -0.7 0.7
H 0.0 -0.1 0.0
H 0.0 0.0 0.0
H -0.1 0.1 0.0
H 0.0 0.1 -0.1
C 0.0 -0.5 0.3
C 0.2 0.3 0.0
H 0.1 0.1 0.0
Eu 0.1 -0.1 0.4
H 0.1 0.0 0.0
O 0.1 0.5 0.2
O 0.3 0.4 -0.2
H 0.0 0.0 0.0
C 0.2 0.0 0.2
H 0.0 -0.1 0.0
C -0.2 -0.1 0.3
H -0.1 -0.1 0.0
C -0.2 -2.1 -0.8
H 0.0 0.0 -0.1
H 0.0 0.0 0.0
H 0.0 0.1 0.0
H 0.0 0.0 0.0
C 0.0 -0.1 -0.1
H 0.0 0.0 0.0
C -0.2 1.0 0.1
C -0.5 2.2 0.8
H 0.1 0.0 0.0
H 0.0 0.0 0.0
C -0.3 0.1 0.1
C -0.2 0.1 -0.3
H 0.0 0.0 0.0
H 0.0 0.0 0.0
N 0.0 0.0 -0.1
C 0.1 0.0 0.0
C -0.1 0.2 0.3
H 0.1 0.0 0.0
C 0.0 0.2 0.3
H -0.1 0.0 0.0
H 0.0 0.0 0.0
H 0.0 0.0 0.0
C -0.1 -0.2 -0.2
H 0.0 0.0 0.1
H 0.0 -0.1 0.0
H 0.0 0.1 -0.1
H 0.0 0.0 0.0
C 0.0 0.2 -0.1
C 0.0 -0.1 0.1
H 0.0 0.0 0.0
C -0.2 -0.9 -0.6
H 0.0 0.0 0.0
H 0.0 0.0 0.0
H 0.0 -0.1 -0.1
N -0.1 0.0 -0.2
H 0.1 -0.1 0.0
H 0.0 0.0 0.0
C 0.0 0.0 0.1
C 0.0 0.2 -0.3
H 0.1 0.0 0.0
C -0.2 0.2 0.0
C 0.0 -0.2 0.0
C 0.2 0.0 0.0
H 0.0 -0.1 0.0

=====

No. 2
DFT (the ωB97M-V functional and the def2-TZVPD basis) results for the ion C27H38N3 with charge +1 in a non-equilibrium geometry.

Results
multiplicity: 1
E_HOMO: -10.8 eV
Kohn-Sham gap: 8.36 eV
energy: -1215.647238 Eh
net charge: +1
structure (SMILES): Cc1ccc([C@H](c2c(C(C)(C)C)[nH]c3ccccc23)[N@H+]2CCC[C@H]2CN(C)C)cc1
ΔE to the lowest compared entry with this formula, charge and spin: 81.7 kJ/mol

Last column: natural (NBO) charge in e.
Positions of all 68 atoms, in Å:
H: 2.539080 -0.587492 3.539900  0.220
C: -0.302362 4.505833 0.747208  -0.216
H: 1.448511 -1.524988 2.499791  0.214
H: 5.131170 0.355490 1.124151  0.220
C: -1.329518 -3.827990 -0.458601  -0.407
H: -2.863221 2.056452 3.126111  0.231
H: 5.127345 -1.085314 2.152627  0.234
C: -2.695298 -3.520225 -2.501442  -0.416
H: -1.299235 2.649755 0.189961  0.224
H: -0.401033 -3.127608 -3.335092  0.209
C: -2.504161 -0.533759 0.196953  -0.246
C: 0.781448 -0.851407 -3.653852  -0.422
H: -2.513117 -4.545946 -2.888824  0.188
H: 2.264623 0.753112 -3.525982  0.232
H: 3.766970 2.125730 1.939339  0.431
C: -0.384713 -1.092911 -2.715103  -0.044
C: -3.929039 0.712179 1.756461  0.015
C: 1.041788 0.913639 0.686304  -0.170
H: -1.338581 -0.927936 -3.253965  0.214
H: -2.851568 -2.832859 -3.358846  0.200
C: -2.794492 1.325281 2.304194  -0.216
C: 1.184389 0.602519 -3.466360  -0.419
C: -5.343862 1.051795 2.165663  -0.637
H: -0.616340 -3.285837 0.182700  0.193
C: 1.969269 2.975351 1.182560  0.188
H: 2.869088 4.704364 2.070386  0.225
C: 0.807219 2.356290 0.658609  -0.118
H: 0.467513 -1.101016 0.087807  0.229
C: -0.435093 -2.594282 -2.348011  -0.216
H: 0.081085 2.035904 -2.206277  0.231
C: 0.618828 1.076454 -2.153019  -0.235
H: -2.416478 -1.212673 -0.688309  0.247
H: -1.200055 5.113693 0.588590  0.227
H: 0.720446 1.175410 -4.262478  0.221
H: -1.245999 0.428094 -1.604557  0.433
H: -5.534283 0.783060 3.211733  0.232
C: 2.362430 0.724165 1.157198  0.282
H: -4.656781 -0.908268 0.509199  0.222
H: 3.957048 -2.281398 0.415630  0.230
H: -3.618150 -3.551729 -1.910858  0.212
C: 1.989676 4.309308 1.568561  -0.245
N: 2.873923 1.952589 1.477724  -0.539
H: 2.259466 -1.986529 0.032549  0.198
C: 3.214506 -1.486983 0.247776  -0.594
N: -0.298744 -0.001179 -1.630881  -0.445
C: 4.573919 -0.171018 1.907846  -0.613
C: 0.049644 -0.084535 0.169077  0.005
C: -1.345048 0.063787 0.767333  -0.068
N: -1.621547 -3.003866 -1.631549  -0.482
C: 3.159846 -0.557775 1.466496  -0.106
H: 0.885757 6.175014 1.428720  0.230
H: -0.639838 1.326482 2.375851  0.230
C: 0.867851 5.096792 1.267834  -0.201
C: -1.525728 0.927260 1.864313  -0.184
C: -0.346746 3.137119 0.457134  -0.216
H: 3.054792 -2.147546 2.907436  0.221
H: -5.601417 2.113799 2.051417  0.233
H: -6.027011 0.476681 1.533171  0.219
H: 3.526126 -0.936488 -0.649806  0.215
H: -0.904960 -4.815709 -0.716150  0.184
H: 0.424445 -1.091824 -4.669628  0.239
H: 1.449206 1.235553 -1.477535  0.233
C: 2.494068 -1.240619 2.659711  -0.595
C: -3.770752 -0.292768 0.779329  -0.207
H: 4.548416 0.433218 2.825865  0.209
H: 0.502819 -2.917288 -1.842958  0.207
H: -2.253802 -3.977430 0.108373  0.215
H: 1.596256 -1.567009 -3.439483  0.215

Force components x, y, z for each atom (eV/Å):
H -0.1 -0.1 -0.2
C 0.1 -0.5 -0.3
H 0.1 0.1 -0.1
H -0.1 0.0 0.1
C -0.2 0.1 -0.2
H -0.1 -0.4 -0.5
H -0.1 0.2 -0.1
C 0.2 0.1 0.2
H 0.6 0.5 -0.1
H 0.1 0.5 0.5
C -0.1 -0.1 0.3
C 0.1 -0.6 -0.2
H 0.1 0.4 0.1
H -0.2 0.0 0.0
H -0.5 -0.3 -0.4
C -0.3 -0.9 0.0
C -0.2 -0.2 -0.2
C 0.2 -0.2 -1.2
H 0.4 0.4 0.4
H 0.1 -0.4 0.5
C 0.4 -0.6 0.0
C -0.2 0.2 -1.2
C -0.1 -0.1 0.2
H -0.2 -0.2 -0.1
C -0.9 -0.8 0.4
H -0.2 0.2 -0.2
C 0.1 0.2 0.8
H -0.4 0.4 0.6
C 0.4 -0.2 -0.3
H 0.1 -0.5 0.0
C 0.1 0.1 -0.1
H 0.0 0.4 1.0
H 0.4 -0.2 0.1
H 0.2 0.2 -0.3
H 0.8 -0.6 0.3
H 0.0 0.1 -0.2
C -0.7 0.0 -0.1
H 0.8 0.7 -0.2
H -0.2 0.2 0.0
H 0.1 0.0 -0.2
C -0.2 0.6 -0.5
N 0.1 0.2 -0.1
H 0.2 0.2 0.1
C 0.2 -0.1 -0.2
N -0.3 1.7 0.5
C 0.3 -0.2 0.0
C 0.0 -0.9 0.0
C -0.7 0.1 -0.3
N -0.1 -0.1 0.0
C -0.5 0.8 -0.1
H 0.0 -0.4 0.2
H -0.6 -0.2 -0.3
C 0.3 -0.5 0.0
C 0.0 -0.1 0.4
C -0.1 0.3 0.0
H -0.1 0.0 0.0
H 0.3 -0.2 0.0
H 0.0 0.2 0.2
H -0.1 -0.1 0.1
H -0.1 0.2 0.1
H 0.4 0.3 0.3
H -0.2 -0.2 0.4
C 0.0 -0.3 0.4
C 0.7 0.0 -0.1
H 0.1 -0.1 -0.2
H -0.6 0.3 0.0
H 0.2 0.0 0.0
H -0.2 0.4 0.1

=====

Q: Which of these has the highest ΔE to the lowest compared entry with this formula, charge and spin?
A: C27H38N3